{"formula": "C4H8N2O", "method": "the ωB97M-V functional and the def2-TZVPD basis", "smiles": "CNC=C=N.C=O", "e_above_lowest_kj_mol": 351.3, "fmax_ev_per_a": 0.68, "lumo_energy_ev": 0.9, "total_charge": 0, "homo_ev": -8.263, "energy_ev": -9302.752, "spin_multiplicity": 1, "symbols": ["H", "C", "H", "C", "H", "H", "H", "N", "H", "C", "H", "C", "N", "H", "O"], "positions_angstrom": [[0.889, -1.693, -2.251], [-0.679, -0.132, 2.430], [-1.566, -0.788, 2.349], [-1.008, 0.993, -0.221], [2.468, -0.972, -1.888], [1.438, 0.366, -0.235], [-1.131, -1.022, -0.737], [-1.457, 2.077, 0.143], [1.191, 0.003, -2.682], [-0.480, -0.176, -0.532], [-1.500, 2.137, 1.171], [1.392, -0.775, -1.930], [0.918, -0.426, -0.596], [0.292, -0.623, 2.232], [-0.767, 1.032, 2.746]], "nbo_charge": [0.19, 0.28, 0.11, 0.35, 0.20, 0.37, 0.22, -0.60, 0.18, -0.25, 0.39, -0.41, -0.61, 0.13, -0.55]}

=====

{"formula": "CH10N5", "method": "the ωB97M-V functional and the def2-TZVPD basis", "e_above_lowest_kj_mol": 296.4, "fmax_ev_per_a": 5.28, "lumo_energy_ev": -4.0, "total_charge": 1, "homo_ev": -13.879, "energy_ev": -8640.246, "spin_multiplicity": 1, "symbols": ["H", "N", "H", "H", "H", "H", "C", "H", "H", "N", "H", "N", "H", "H", "N", "N"], "positions_angstrom": [[0.277, -0.037, 1.341], [-0.147, -1.396, -2.534], [0.998, -2.226, -1.109], [0.375, 1.772, -1.389], [-1.084, -0.050, 3.061], [-0.485, -0.579, -2.985], [0.423, -1.363, -1.329], [1.774, 0.519, 0.869], [-1.193, 1.443, -0.488], [0.459, -0.297, -0.538], [-0.312, 1.232, 3.717], [-0.551, 0.797, 2.878], [0.062, -2.234, -3.157], [-1.127, 1.430, 2.343], [-0.480, 1.140, -1.305], [1.012, -0.151, 0.624]], "nbo_charge": [0.41, -0.72, 0.24, 0.38, 0.38, 0.44, 0.37, 0.40, 0.39, -0.08, 0.39, -1.09, 0.44, 0.36, -0.71, -0.60]}

=====

{"formula": "C34H58FN11O5", "method": "the ωB97M-V functional and the def2-TZVPD basis", "smiles": "C#CCCC[C@@H]1[C@H](CCCCCCCCCCCCn2cccc2)NC(=O)[C@@]1(F)c1ccncc1.NC(N)=O.NC(N)=O.NC(N)=O.NC(N)=O", "fmax_ev_per_a": 1.67, "lumo_energy_ev": 0.7, "total_charge": 0, "homo_ev": -7.369, "energy_ev": -65547.075, "spin_multiplicity": 1, "symbols": ["N", "C", "H", "O", "H", "H", "C", "H", "C", "H", "C", "H", "H", "C", "N", "H", "N", "H", "C", "C", "H", "C", "H", "C", "C", "O", "C", "H", "H", "H", "H", "C", "H", "H", "C", "C", "H", "C", "H", "O", "H", "H", "H", "H", "C", "C", "H", "H", "H", "C", "C", "C", "C", "H", "H", "H", "H", "C", "H", "C", "N", "H", "H", "H", "H", "C", "H", "C", "H", "H", "N", "H", "H", "F", "C", "N", "H", "N", "H", "O", "H", "H", "H", "N", "N", "H", "H", "H", "C", "H", "H", "H", "O", "C", "C", "C", "H", "C", "H", "H", "C", "N", "H", "C", "N", "C", "H", "H", "H"], "positions_angstrom": [[2.371, -1.394, 7.225], [0.701, -5.243, -0.939], [-1.108, 0.163, 3.842], [1.549, 0.453, 6.201], [1.234, 2.453, 3.862], [1.576, -3.706, -2.722], [0.485, -6.602, -1.117], [-0.788, 2.322, 2.893], [-2.636, 3.644, -3.514], [-2.481, 5.442, 4.066], [2.146, 1.148, -0.119], [-0.598, 2.697, -3.749], [4.358, -2.824, -0.138], [-1.990, 1.894, -2.260], [3.091, 0.712, 7.843], [2.496, 5.746, -4.071], [2.285, 4.853, -3.670], [5.778, -3.214, -2.827], [-3.186, 4.236, 2.504], [-7.975, 1.055, -2.112], [-8.072, 0.843, -0.094], [3.700, -3.693, -2.752], [2.850, 2.332, 2.125], [-1.680, -5.130, -0.711], [6.801, -0.860, -0.185], [2.199, 2.595, -3.808], [6.131, -1.823, -0.442], [1.450, 1.984, -0.003], [3.508, -3.480, -3.803], [1.110, 0.722, 4.042], [5.737, -3.865, -0.515], [-0.936, 0.207, 2.762], [-2.121, 1.773, 0.671], [1.797, -1.975, 6.642], [-2.309, 0.115, 2.060], [-0.785, -7.158, -1.075], [-9.183, -0.184, -0.930], [-2.270, 0.697, 0.650], [-4.343, 0.027, 0.462], [-7.098, 1.901, -2.114], [2.973, -1.824, 7.900], [-2.648, 4.434, -4.246], [1.907, 4.809, -2.742], [-1.427, 0.223, 0.137], [2.098, -4.658, -0.944], [-0.165, 1.511, 2.507], [-8.192, 0.957, -4.128], [1.209, -2.326, 0.749], [-2.587, 3.746, 4.382], [1.607, 0.282, -1.265], [5.223, -2.942, -0.789], [4.899, -2.856, -2.284], [2.286, -0.043, 7.035], [0.001, 1.698, 1.450], [-0.415, -3.407, -0.567], [4.776, -1.820, -2.589], [-9.255, -0.116, -3.287], [2.443, 1.367, 2.441], [3.995, -4.745, -2.719], [-3.549, 0.427, -0.174], [-3.253, 2.236, -1.889], [-0.326, -0.669, 2.515], [-5.092, 1.474, -1.305], [1.559, 0.941, -2.134], [1.335, -7.250, -1.288], [2.504, -0.908, -1.668], [-3.669, 5.135, 0.746], [2.257, -3.949, 0.433], [3.118, 2.910, -6.092], [-3.373, -0.332, -0.944], [-8.535, 0.580, -3.265], [-0.901, -8.228, -1.196], [-1.422, 1.100, -1.811], [2.992, -5.715, -0.960], [1.967, -2.270, -1.219], [-3.333, 5.313, 1.675], [0.596, -0.062, -1.026], [-8.465, 0.514, -0.956], [-2.566, -4.518, -0.561], [2.547, -4.466, 1.467], [3.202, 4.635, -6.030], [3.210, 0.929, 3.090], [-2.577, -0.946, 1.965], [-1.882, -6.431, -0.865], [2.042, -2.566, 0.223], [3.053, 1.707, 7.725], [1.458, -0.249, 1.379], [3.706, 0.325, 8.533], [-3.650, 3.290, -2.659], [7.271, 0.082, -0.035], [2.678, -0.942, -2.744], [-3.116, 6.253, 1.943], [-3.451, 3.101, 2.149], [2.470, 3.666, -4.321], [2.300, 0.426, 1.227], [-0.457, -4.475, -0.723], [3.124, 1.559, -0.389], [-4.118, 1.668, -0.854], [3.191, -0.204, 1.181], [0.891, -2.177, -1.428], [2.371, -3.563, -1.986], [2.975, 3.765, -5.589], [-3.089, 0.573, 2.668], [-1.559, 2.727, -3.264], [-2.711, 4.518, 3.755], [1.174, 1.514, 3.307], [-4.273, 2.440, -0.096], [-4.635, 3.714, -2.534], [3.483, -0.752, -1.199]], "lowdin_charge": [0.15, -0.11, 0.11, 0.03, 0.10, 0.15, 0.00, 0.10, -0.10, 0.09, -0.20, 0.07, 0.09, -0.11, 0.15, 0.09, 0.15, 0.12, -0.66, -0.67, 0.10, -0.12, 0.10, -0.15, 0.10, 0.02, -0.14, 0.10, 0.12, 0.06, 0.13, -0.20, 0.09, 0.10, -0.21, -0.13, 0.09, -0.23, 0.11, 0.02, 0.09, 0.08, 0.10, 0.09, -0.30, -0.19, 0.10, 0.13, 0.10, -0.18, -0.18, -0.19, -0.67, 0.08, 0.10, 0.09, 0.09, -0.18, 0.11, -0.17, -0.09, 0.10, 0.09, 0.08, 0.12, -0.12, 0.10, -0.40, 0.10, 0.11, 0.15, 0.11, 0.09, 0.04, -0.26, 0.16, 0.09, 0.15, 0.11, 0.15, 0.09, 0.10, 0.11, 0.06, 0.12, 0.10, 0.08, 0.09, -0.12, 0.02, 0.12, 0.09, 0.03, -0.68, -0.21, 0.00, 0.12, -0.14, 0.10, 0.12, -0.14, 0.15, 0.10, -0.09, 0.15, -0.19, 0.11, 0.11, 0.10]}

=====

Which formula does entry 3 have?
C34H58FN11O5

=====

Which formula does entry 1 have?
C4H8N2O